Record 1
This record from the OMol25 dataset describes one molecule with the formula C20H31N5O4. The level of theory is ωB97M-V/def2-TZVPD.

Structure (XYZ):
```
60
C20H31N5O4 (ωB97M-V/def2-TZVPD)
C -2.974 0.829 0.064
C -2.221 -0.094 1.016
C -2.213 -1.536 0.519
C -2.795 0.001 2.443
N -1.773 0.215 3.457
N -0.728 -0.724 3.492
C 0.403 -0.044 3.910
C 1.661 -0.807 4.186
C 2.841 0.047 3.751
O 3.463 0.745 4.529
N 3.123 0.012 2.429
C 2.321 -0.389 1.262
C 3.220 0.530 0.394
C 2.535 1.574 -0.474
N 2.293 1.114 -1.839
C 3.306 1.394 -2.847
C 1.171 0.399 -2.096
O 0.368 0.140 -1.202
C 1.004 -0.051 -3.535
C -0.202 -0.887 -3.962
O -0.154 -1.457 -5.036
N -1.272 -0.909 -3.140
C -2.400 -1.740 -3.438
C -3.758 -1.237 -3.054
C -3.353 -1.294 -4.500
C 3.865 1.041 1.704
C 0.178 1.282 3.948
C -1.215 1.499 3.578
O -1.830 2.522 3.349
H -4.019 0.521 -0.038
H -2.957 1.856 0.432
H -2.520 0.817 -0.928
H -1.185 0.254 1.058
H -3.234 -1.912 0.409
H -1.717 -1.623 -0.448
H -1.685 -2.188 1.218
H -3.461 0.857 2.543
H -3.364 -0.896 2.702
H -0.968 -1.555 4.022
H 1.771 -1.005 5.252
H 1.640 -1.756 3.646
H 2.357 -1.455 1.036
H 1.281 -0.061 1.305
H 3.930 -0.041 -0.205
H 1.585 1.869 -0.028
H 3.161 2.465 -0.540
H 3.628 0.491 -3.365
H 2.955 2.114 -3.589
H 4.176 1.816 -2.351
H 1.017 0.825 -4.190
H 1.874 -0.640 -3.829
H -1.121 -0.556 -2.203
H -2.216 -2.805 -3.362
H -4.474 -1.957 -2.685
H -3.811 -0.263 -2.587
H -3.121 -0.361 -4.993
H -3.786 -2.054 -5.134
H 3.560 2.050 1.998
H 4.948 0.960 1.782
H 0.893 2.058 4.163
```

- Frontier orbital gap: 9.0 eV
- Multiplicity: 1
- E_HOMO: -8.673 eV
- Structure (SMILES): CC(C)Cn1[nH]c(CC(=O)N2CC(CN(C)C(=O)CC(=O)NC3CC3)C2)cc1=O
- Energy: -1355.433784 hartree
- Energy relative to the best compared isomer or geometry (same formula, charge and spin): 32.1 kcal per mole

Record 2
This record from the OMol25 dataset describes C24H44Ge2NO3PSr as an isolated structure. The level of theory is ωB97M-V/def2-TZVPD.

Structure (XYZ):
```
76
C24H44Ge2NO3PSr (ωB97M-V/def2-TZVPD)
Sr 1.713 -0.427 0.101
C -0.066 -3.698 -2.226
C 0.417 -2.528 -1.356
Ge -1.194 -1.674 -0.509
C -1.834 -2.807 0.959
C -2.948 -3.754 0.503
C -2.442 -1.102 -1.873
C -2.487 0.248 -1.883
Ge -1.267 0.810 -0.435
C 0.355 1.799 -1.100
C -0.003 3.082 -1.863
C -1.913 1.646 1.222
C -2.577 3.018 1.092
C -3.294 1.093 -2.776
C -3.950 0.553 -3.887
C -4.715 1.357 -4.711
C -4.840 2.716 -4.444
C -4.190 3.266 -3.350
C -3.420 2.458 -2.528
H 0.763 -4.190 -2.735
H -0.764 -3.346 -2.984
H -0.574 -4.450 -1.622
H 0.939 -1.811 -2.010
H 1.143 -2.927 -0.628
H -2.194 -2.143 1.748
H -0.990 -3.363 1.375
H -3.793 -3.203 0.089
H -3.318 -4.347 1.339
H -2.600 -4.449 -0.262
H -3.040 -1.721 -2.534
H 0.940 1.173 -1.794
H 1.006 2.079 -0.253
H -0.624 2.855 -2.728
H 0.894 3.590 -2.216
H -0.550 3.780 -1.231
H -1.050 1.704 1.895
H -2.607 0.935 1.677
H -1.910 3.758 0.647
H -2.870 3.395 2.072
H -3.479 2.965 0.484
H -3.857 -0.500 -4.116
H -5.216 0.926 -5.568
H -5.440 3.342 -5.090
H -4.283 4.322 -3.137
H -2.917 2.898 -1.673
C 5.173 0.273 -3.153
O 5.757 -0.022 -1.863
P 4.990 -0.310 -0.516
O 3.790 -1.405 -0.955
C 4.235 -2.771 -1.184
O 3.797 0.874 -0.464
C 4.224 2.195 -0.038
H 5.998 0.325 -3.855
H 4.656 1.229 -3.115
H 4.485 -0.519 -3.444
H 3.670 -3.160 -2.026
H 4.056 -3.371 -0.293
H 5.296 -2.789 -1.427
H 3.690 2.924 -0.640
H 5.294 2.320 -0.199
H 4.000 2.330 1.019
C 0.011 0.900 5.433
C 0.843 -0.369 5.184
C 0.027 -1.630 5.507
C 2.150 -0.337 5.990
C 1.186 -0.406 3.755
N 1.447 -0.439 2.636
H -0.252 0.931 6.490
H -0.911 0.891 4.852
H 0.577 1.800 5.196
H -0.233 -1.605 6.564
H 0.602 -2.536 5.318
H -0.897 -1.665 4.929
H 1.896 -0.309 7.049
H 2.741 0.548 5.757
H 2.753 -1.227 5.808
```

- Frontier orbital gap: 8.1 eV
- Multiplicity: 1
- Net charge: +2
- E_HOMO: -13.099 eV
- Energy: -5746.839468 hartree
- Energy relative to the best compared isomer or geometry (same formula, charge and spin): 0.0 kcal per mole

Record 3
This record from the OMol25 dataset describes C11H21F6InN4O7S2 as an isolated structure at a distorted geometry. The level of theory is ωB97M-V/def2-TZVPD.

Structure (XYZ):
```
52
C11H21F6InN4O7S2 (ωB97M-V/def2-TZVPD)
In -0.407 1.894 -0.768
C 2.105 -1.202 -3.604
F 3.296 -1.140 -4.276
F 1.183 -0.518 -4.210
F 1.704 -2.474 -3.644
S 2.350 -0.601 -1.769
O 3.473 -1.361 -1.134
O 2.548 0.864 -1.803
N 0.786 -0.819 -1.045
S 0.883 -2.213 -0.399
O 1.403 -3.356 -1.129
O 1.403 -2.222 0.987
C -1.121 -2.562 -0.387
F -1.372 -3.820 -0.070
F -1.596 -1.849 0.707
F -1.725 -2.146 -1.528
C 2.578 3.410 2.120
C 2.693 1.879 1.784
O 1.732 1.351 1.233
N 3.874 1.238 2.021
C 4.078 -0.179 1.837
H 1.988 3.756 2.968
H 2.115 3.816 1.221
H 3.579 3.839 2.172
H 4.618 1.697 2.527
H 3.089 -0.624 1.947
H 4.496 -0.580 2.761
H 4.655 -0.516 0.976
C -4.380 1.074 -3.427
C -3.093 0.297 -3.403
O -2.068 0.848 -3.006
N -3.079 -0.837 -4.113
C -1.926 -1.406 -4.717
H -4.121 2.113 -3.222
H -5.095 0.566 -2.780
H -4.924 1.115 -4.371
H -3.959 -1.286 -4.322
H -2.041 -2.463 -4.955
H -1.094 -1.501 -4.019
H -1.752 -0.994 -5.711
C 0.182 0.585 3.801
C -1.136 0.572 3.031
O -1.194 0.646 1.836
N -2.280 0.510 3.631
C -2.595 0.559 5.074
H 1.024 0.192 3.231
H 0.030 -0.125 4.614
H 0.508 1.486 4.320
H -2.985 0.593 2.912
H -2.605 -0.339 5.692
H -3.624 0.804 4.811
H -2.202 1.430 5.599
```

- Frontier orbital gap: 2.8 eV
- Multiplicity: 1
- Net charge: +2
- E_HOMO: -15.512 eV
- Energy: -2762.267502 hartree
- Energy relative to the best compared isomer or geometry (same formula, charge and spin): 97.7 kcal per mole

Record 4
This record from the OMol25 dataset describes C46H33BrCdCl2N5O4P as an isolated structure at a distorted geometry. The level of theory is ωB97M-V/def2-TZVPD.

Structure (XYZ):
```
93
C46H33BrCdCl2N5O4P (ωB97M-V/def2-TZVPD)
Cd 3.934 0.844 0.449
N -2.462 1.379 0.976
C -3.728 1.820 0.804
C -4.309 2.839 1.574
C -5.518 3.349 1.129
C -6.259 2.717 0.156
C -5.760 1.610 -0.573
C -4.412 1.167 -0.299
P -3.583 0.001 -1.351
C -3.621 1.058 -2.937
C -2.726 2.119 -2.911
C -2.627 2.985 -3.980
C -3.326 2.731 -5.135
C -4.267 1.659 -5.115
C -4.452 0.828 -4.023
C -4.697 -1.287 -1.667
C -4.749 -2.040 -2.870
C -5.621 -3.087 -3.073
C -6.458 -3.445 -2.008
C -6.263 -2.817 -0.778
C -5.432 -1.729 -0.608
H -2.228 0.362 0.903
H -1.920 1.833 1.673
H -3.854 3.269 2.439
H -5.872 4.283 1.472
H -7.360 2.954 0.171
H -6.294 1.247 -1.397
H -2.111 2.342 -1.965
H -1.954 3.836 -3.934
H -3.208 3.310 -6.004
H -4.825 1.557 -6.042
H -5.153 -0.020 -4.145
H -4.055 -1.888 -3.663
H -5.598 -3.514 -4.050
H -7.274 -4.107 -2.128
H -6.672 -3.268 0.088
H -5.209 -1.340 0.369
Cl 3.769 -6.362 -0.699
C 3.800 -4.620 -0.802
C 3.114 -4.019 -1.852
C 3.252 -2.653 -2.124
Cl 2.268 -2.040 -3.384
C 3.934 -1.783 -1.215
O 3.956 -0.496 -1.440
C 4.607 -2.421 -0.073
C 5.516 -1.693 0.748
O 5.653 -0.396 0.936
C 4.451 -3.773 0.077
H 2.603 -4.696 -2.564
H 6.179 -2.285 1.376
H 4.890 -4.284 0.982
C 5.257 4.351 0.917
C 5.534 3.664 -0.419
N 5.302 2.328 -0.608
C 5.794 2.074 -1.907
C 6.286 3.214 -2.485
N 6.094 4.250 -1.544
H 4.584 3.717 1.520
H 4.866 5.380 0.708
H 6.244 4.417 1.458
H 5.815 1.092 -2.282
H 6.624 3.414 -3.474
H 6.653 5.108 -1.509
Br -2.128 5.764 0.968
C -0.739 4.950 1.867
C -0.537 5.379 3.194
C 0.372 4.587 3.994
C 1.226 3.681 3.434
C 1.071 3.299 2.116
C 0.043 3.928 1.338
C 2.071 2.329 1.609
O 1.814 1.661 0.538
O 3.195 2.166 2.159
H -0.913 6.387 3.603
H 0.525 4.751 5.099
H 2.077 3.208 4.019
H -0.227 3.490 0.371
N 4.741 -8.016 4.421
C 3.892 -7.275 4.194
C 2.991 -6.388 3.575
C 3.410 -5.107 3.273
C 2.472 -4.259 2.690
C 1.134 -4.661 2.349
C 0.792 -5.953 2.734
C 1.687 -6.842 3.240
C 0.187 -3.741 1.932
C -0.594 -2.926 1.457
H 4.445 -4.769 3.591
H 2.779 -3.270 2.347
H -0.276 -6.171 2.767
H 1.493 -7.874 3.360
N -2.505 -1.315 0.835
C -1.618 -2.060 1.036
```

- Frontier orbital gap (spin up / spin down): 3.3 / 3.2 eV
- Multiplicity: 1
- Net charge: -2
- E_HOMO (spin up / spin down): 0.073 / 0.134 eV
- Energy: -6350.849251 hartree
- Energy relative to the best compared isomer or geometry (same formula, charge and spin): 57.6 kcal per mole

Record 5
This record from the OMol25 dataset describes a 2-piece molecular cluster, C3H8O2 overall. The level of theory is ωB97M-V/def2-TZVPD.

Structure (XYZ):
```
13
C3H8O2 (ωB97M-V/def2-TZVPD)
C -1.405 -0.857 0.230
C -0.078 -0.833 0.319
O 0.537 0.082 1.127
C 1.785 0.582 0.699
H -1.933 -1.574 -0.385
H -1.997 -0.100 0.737
H 0.548 -1.591 -0.158
H 2.173 1.182 1.526
H 2.500 -0.223 0.482
H 1.686 1.224 -0.189
O -1.443 0.582 -1.807
H -0.671 0.210 -1.342
H -1.703 1.317 -1.240
```

- Frontier orbital gap: 9.9 eV
- Multiplicity: 1
- E_HOMO: -8.978 eV
- Structure (SMILES): C=COC.O
- Energy: -269.516920 hartree
- Energy relative to the best compared isomer or geometry (same formula, charge and spin): 48.9 kcal per mole

Record 6
This record from the OMol25 dataset describes one molecule with the formula C3H6O3S at a distorted geometry. The level of theory is ωB97M-V/def2-TZVPD.

Structure (XYZ):
```
13
C3H6O3S (ωB97M-V/def2-TZVPD)
C -0.356 0.114 0.688
C -0.887 -1.089 -0.189
C 0.420 1.061 -0.107
O 2.741 0.019 0.992
O 0.088 -1.629 -0.973
O -0.129 1.214 -1.392
S 2.174 0.274 -0.330
H -1.172 0.556 1.344
H 0.244 -0.355 1.451
H -1.247 -1.833 0.663
H -1.723 -0.716 -0.912
H 0.408 1.998 0.426
H -0.563 0.388 -1.661
```

- Frontier orbital gap (spin up / spin down): 6.1 / 6.1 eV
- Multiplicity: 1
- E_HOMO (spin up / spin down): -9.007 / -9.005 eV
- Energy: -741.644430 hartree
- Energy relative to the best compared isomer or geometry (same formula, charge and spin): 86.5 kcal per mole

Record 7
This record from the OMol25 dataset describes one molecule with the formula C6H6ClN3 at a distorted geometry. The level of theory is ωB97M-V/def2-TZVPD.

Structure (XYZ):
```
16
C6H6ClN3 (ωB97M-V/def2-TZVPD)
Cl 1.706 -2.261 -0.279
C 1.131 -0.614 -0.523
C 1.674 0.463 0.443
C 0.862 1.691 0.470
N -0.407 1.722 0.288
C -1.027 0.563 0.010
C -2.356 0.175 0.154
N -2.462 -1.098 -0.148
N -1.275 -1.531 -0.407
C -0.343 -0.562 -0.355
H 1.301 -0.262 -1.574
H 2.782 0.563 0.266
H 1.438 0.228 1.502
H 1.352 2.620 0.584
H -3.297 0.763 0.274
H -1.081 -2.461 -0.703
```

- Frontier orbital gap: 9.4 eV
- Multiplicity: 1
- E_HOMO: -8.707 eV
- Structure (SMILES): Cl[C@@H]1CC=Nc2cn[nH]c21
- Energy: -856.650769 hartree
- Energy relative to the best compared isomer or geometry (same formula, charge and spin): 2.5 kcal per mole

Record 8
This record from the OMol25 dataset describes one molecule with the formula C6H10N2O2S at a distorted geometry. The level of theory is ωB97M-V/def2-TZVPD.

Structure (XYZ):
```
21
C6H10N2O2S (ωB97M-V/def2-TZVPD)
C 0.741 -0.388 -1.039
C -0.656 0.059 -0.631
C 1.046 0.638 -2.170
C -1.358 -0.451 0.552
C -0.342 1.290 -2.423
C -0.327 -1.055 2.825
N -1.181 0.982 -1.288
N -0.396 -0.255 1.629
O 1.690 0.596 2.447
O 1.563 -0.356 0.118
S 0.869 0.751 1.279
H 0.705 -1.543 -1.257
H 1.866 1.329 -2.003
H 1.459 0.233 -3.012
H -2.200 0.104 0.788
H -1.459 -1.536 0.560
H -0.210 2.458 -2.407
H -0.693 0.877 -3.286
H -0.063 -2.164 2.513
H 0.320 -0.547 3.383
H -1.373 -1.022 3.422
```

- Frontier orbital gap (spin up / spin down): 5.0 / 5.7 eV
- Multiplicity: 3
- E_HOMO (spin up / spin down): -4.398 / -9.123 eV
- Energy: -892.519447 hartree
- Energy relative to the best compared isomer or geometry (same formula, charge and spin): 105.4 kcal per mole

Record 9
This record from the OMol25 dataset describes a 2-piece molecular cluster, C3H9N3O overall at a distorted geometry. The level of theory is ωB97M-V/def2-TZVPD.

Structure (XYZ):
```
16
C3H9N3O (ωB97M-V/def2-TZVPD)
C 1.940 1.998 -0.503
N 1.003 1.195 -0.849
C -0.339 1.691 -0.778
O -0.664 2.686 -0.138
H 1.766 3.052 -0.232
H 2.960 1.615 -0.359
H -0.996 1.274 -1.563
C -0.655 -1.317 1.451
N -0.588 -0.818 0.081
N -0.874 -1.842 -0.883
H 0.169 -2.012 1.640
H -1.603 -1.824 1.653
H -0.561 -0.483 2.152
H 0.386 -0.346 -0.103
H -0.168 -2.579 -0.856
H -1.776 -2.290 -0.713
```

- Frontier orbital gap: 8.4 eV
- Multiplicity: 1
- E_HOMO: -8.553 eV
- Structure (SMILES): C=NC=O.CNN
- Energy: -359.112479 hartree
- Energy relative to the best compared isomer or geometry (same formula, charge and spin): 82.8 kcal per mole

Record 10
This record from the OMol25 dataset describes one molecule with the formula C9H12N2OS2 at a distorted geometry. The level of theory is ωB97M-V/def2-TZVPD.

Structure (XYZ):
```
26
C9H12N2OS2 (ωB97M-V/def2-TZVPD)
C -1.298 1.239 0.842
C -0.566 2.587 1.864
C 0.633 0.244 1.879
C -2.250 1.502 -0.037
C -1.150 3.734 2.003
C 2.041 -1.353 -2.275
C 1.309 -1.026 -0.928
C -0.149 -1.311 -0.963
C -0.833 -1.147 0.483
N -0.439 0.171 1.037
N 2.389 -2.643 -2.333
O 2.268 -0.528 -3.193
S 1.546 -1.032 2.287
S 0.783 1.809 2.708
H -2.857 0.770 -0.728
H -2.652 2.495 -0.029
H -1.069 4.405 2.875
H -1.990 4.001 1.388
H 1.379 0.081 -0.642
H 1.878 -1.814 -0.247
H -0.634 -0.686 -1.710
H -0.252 -2.350 -1.170
H -1.907 -1.050 0.424
H -0.503 -1.803 1.206
H 1.825 -3.207 -1.560
H 2.498 -3.087 -3.181
```

- Frontier orbital gap (spin up / spin down): 6.1 / 5.3 eV
- Multiplicity: 3
- E_HOMO (spin up / spin down): -5.720 / -8.360 eV
- Energy: -1331.054391 hartree

Record 11
This record from the OMol25 dataset describes C5H7N as an isolated structure at a distorted geometry. The level of theory is ωB97M-V/def2-TZVPD.

Structure (XYZ):
```
13
C5H7N (ωB97M-V/def2-TZVPD)
C -2.005 0.612 0.169
C -0.647 0.695 -0.404
C 0.314 -0.191 0.497
C -0.710 -0.761 -0.381
C 1.838 -0.244 0.104
N -2.104 -0.656 0.087
H -2.546 1.486 0.468
H -0.271 1.264 -1.158
H 0.097 -0.159 1.623
H -0.424 -1.521 -1.076
H 1.742 -0.115 -0.909
H 2.438 -1.112 0.517
H 2.278 0.703 0.462
```

- Frontier orbital gap: 10.1 eV
- Multiplicity: 1
- E_HOMO: -8.937 eV
- Energy: -249.335778 hartree
- Energy relative to the best compared isomer or geometry (same formula, charge and spin): 86.3 kcal per mole

Record 12
This record from the OMol25 dataset describes one molecule with the formula C5H10FN at a distorted geometry. The level of theory is ωB97M-V/def2-TZVPD.

Structure (XYZ):
```
17
C5H10FN (ωB97M-V/def2-TZVPD)
C 1.512 -1.266 0.126
N 0.627 -0.269 -0.352
C 1.061 1.086 -0.159
C -0.449 1.494 0.088
C -0.684 -0.018 0.263
C -1.849 -0.614 -0.387
F -3.008 -0.172 0.154
H 1.166 -2.269 -0.198
H 2.564 -1.135 -0.222
H 1.504 -1.316 1.260
H 1.618 1.529 -1.066
H 1.773 1.152 0.677
H -0.887 1.930 -0.825
H -0.560 2.140 0.972
H -0.631 -0.196 1.350
H -1.910 -0.384 -1.441
H -1.847 -1.692 -0.240
```

- Frontier orbital gap: 9.8 eV
- Multiplicity: 1
- E_HOMO: -8.692 eV
- Structure (SMILES): CN1CC[C@H]1CF
- Energy: -351.076075 hartree
- Energy relative to the best compared isomer or geometry (same formula, charge and spin): 31.2 kcal per mole

Record 13
This record from the OMol25 dataset describes C3H9HoO3 as an isolated structure at a distorted geometry. The level of theory is ωB97M-V/def2-TZVPD.

Structure (XYZ):
```
16
C3H9HoO3 (ωB97M-V/def2-TZVPD)
O 2.738 1.554 -0.383
H 1.019 2.357 -0.495
H 3.145 1.826 0.441
C -1.236 -2.331 -0.219
O -0.742 -0.995 -0.266
C -1.740 0.023 -0.318
C -1.144 1.407 -0.230
H -0.426 -2.986 -0.556
H -1.507 -2.576 0.817
H -2.114 -2.421 -0.873
H -2.387 -0.135 0.558
H -2.268 -0.099 -1.275
H -1.692 2.046 -0.938
H -1.211 1.759 0.811
Ho 1.402 -0.309 -0.583
O 0.209 1.468 -0.638
```

- Frontier orbital gap (spin up / spin down): 8.6 / 8.5 eV
- Multiplicity: 5
- Net charge: +2
- E_HOMO (spin up / spin down): -18.824 / -18.841 eV
- Energy: -1292.790439 hartree